Version a
Entry from the Open Molecules 2025 dataset: a 2-piece molecular cluster, C10H16 overall (ωB97M-V with the def2-TZVPD basis set).

Results
**Net charge**: 0
**HOMO level**: -9.066 eV
**Molar mass**: 136.24 g/mol
**Kohn-Sham gap**: 10.040 eV
**Multiplicity**: 1

CARTESIAN COORDINATES (ANGSTROEM)
C -0.360 -1.257 1.943
C 0.394 -2.554 1.481
C -0.412 -0.082 0.984
C 0.650 0.768 0.636
C -1.723 0.339 0.711
C 0.465 1.943 -0.060
C -1.876 1.464 -0.121
C -0.811 2.200 -0.557
H -1.393 -1.524 2.230
H -0.053 -1.117 2.971
H -0.269 -3.388 1.715
H 1.645 0.549 0.994
H -2.608 -0.241 0.919
H 1.354 2.518 -0.292
H -2.889 1.719 -0.414
H -0.877 3.101 -1.168
H 1.327 -2.669 2.030
H 0.628 -2.441 0.427
C 0.835 -0.190 -2.396
C 1.841 -1.256 -1.973
H 0.639 -0.272 -3.463
H -0.149 -0.284 -1.948
H 1.290 0.767 -2.161
H 1.897 -1.540 -0.927
H 2.850 -0.982 -2.293
H 1.664 -2.152 -2.595


Version b
Entry from the Open Molecules 2025 dataset: a 2-piece molecular cluster, C10H16 overall (ωB97M-V with the def2-TZVPD basis set).

Results
**Net charge**: 0
**HOMO level**: -8.846 eV
**Molar mass**: 136.24 g/mol
**Kohn-Sham gap**: 9.797 eV
**Multiplicity**: 1

CARTESIAN COORDINATES (ANGSTROEM)
C -1.227 -1.078 0.496
C -2.065 -2.377 0.345
C -0.130 -0.980 -0.509
C -0.415 -0.847 -1.873
C 1.167 -1.273 -0.106
C 0.628 -0.737 -2.739
C 2.222 -1.375 -1.036
C 1.916 -1.184 -2.356
H -1.845 -0.201 0.167
H -0.901 -0.975 1.528
H -2.357 -2.485 -0.718
H -1.477 -0.766 -2.049
H 1.325 -1.668 0.914
H 0.447 -0.509 -3.768
H 3.216 -1.729 -0.745
H 2.604 -1.414 -3.168
H -2.990 -2.248 0.926
H -1.453 -3.232 0.511
C -0.392 2.680 1.423
C 0.658 3.590 2.084
H -1.161 2.435 2.142
H -0.562 3.165 0.447
H 0.074 1.777 1.125
H 1.657 3.659 1.629
H 0.893 3.219 3.096
H 0.168 4.553 2.236


Bottom line: version a, by a margin of 9.0 kJ/mol.


Version a
Entry from the Open Molecules 2025 dataset: a 2-piece molecular cluster, C10H16 overall (ωB97M-V with the def2-TZVPD basis set).

Results
**Net charge**: 0
**HOMO level**: -8.977 eV
**Molar mass**: 136.24 g/mol
**Kohn-Sham gap**: 10.017 eV
**Multiplicity**: 1

CARTESIAN COORDINATES (ANGSTROEM)
C 0.798 -0.234 -0.521
C -2.040 -2.631 -2.693
C -1.727 -1.344 -3.127
C -1.317 -3.145 -1.626
C -0.830 -0.545 -2.429
C -0.314 -2.406 -1.023
C -0.089 -1.080 -1.395
H -2.998 -3.014 -3.021
H -2.267 -0.973 -3.990
H -1.541 -4.128 -1.235
H -0.698 0.430 -2.882
H 0.221 -2.847 -0.201
H 0.961 -0.650 0.458
H 0.214 0.667 -0.288
H 1.665 0.232 -0.991
C 0.453 2.268 2.050
C 0.298 0.893 2.698
C 1.863 2.842 1.971
H 0.024 2.300 1.040
H -0.254 2.917 2.549
H 1.143 0.718 3.370
H 0.389 0.036 2.041
H 2.363 2.521 2.898
H 2.581 2.449 1.251
H -0.690 0.800 3.137
H 1.790 3.923 1.959


Version b
Entry from the Open Molecules 2025 dataset: a 2-piece molecular cluster, C10H16 overall (ωB97M-V with the def2-TZVPD basis set).

Results
**Net charge**: 0
**HOMO level**: -9.032 eV
**Molar mass**: 136.24 g/mol
**Kohn-Sham gap**: 10.017 eV
**Multiplicity**: 1

CARTESIAN COORDINATES (ANGSTROEM)
C -0.611 2.791 0.242
C -0.714 3.208 1.730
C -0.932 1.308 0.124
C -1.725 0.990 -0.988
C -0.722 0.271 1.025
C -2.252 -0.264 -1.254
C -1.405 -0.952 0.902
C -2.090 -1.243 -0.270
H -1.227 3.357 -0.441
H 0.442 3.059 0.069
H -0.135 2.532 2.355
H -1.819 1.717 -1.791
H -0.266 0.453 1.990
H -2.781 -0.463 -2.174
H -1.294 -1.807 1.555
H -2.470 -2.247 -0.412
H -1.762 3.174 2.050
H -0.373 4.198 2.043
C 2.967 -2.705 -1.549
C 2.560 -2.186 -0.150
H 4.053 -2.566 -1.601
H 2.835 -3.789 -1.533
H 2.586 -2.295 -2.479
H 2.137 -1.187 -0.156
H 3.296 -2.539 0.565
H 1.704 -2.817 0.150


Bottom line: version a, by a margin of 8.8 kJ/mol.


Version a
Entry from the Open Molecules 2025 dataset: a 2-piece molecular cluster, C10H16 overall (ωB97M-V with the def2-TZVPD basis set).

Results
**Net charge**: 0
**HOMO level**: -9.031 eV
**Molar mass**: 136.24 g/mol
**Kohn-Sham gap**: 10.029 eV
**Multiplicity**: 1

CARTESIAN COORDINATES (ANGSTROEM)
C -1.223 0.507 2.280
C 0.561 -1.230 2.435
C -0.651 -0.817 1.855
C 1.240 -2.322 1.945
C 0.751 -3.018 0.839
C -1.196 -1.603 0.858
C -0.483 -2.667 0.322
H 0.957 -0.689 3.282
H 2.238 -2.572 2.287
H -2.132 0.761 1.728
H -0.508 1.285 2.010
H 1.316 -3.833 0.419
H -2.105 -1.285 0.364
H -0.839 -3.207 -0.540
H -1.441 0.517 3.344
C 0.836 1.537 -2.367
C 0.869 2.707 -1.389
C -0.597 1.120 -2.662
H 1.301 1.849 -3.300
H 1.382 0.689 -1.949
H 0.585 2.359 -0.396
H 0.134 3.474 -1.656
H -1.039 0.671 -1.773
H -1.150 1.996 -3.031
H 1.821 3.251 -1.324
H -0.625 0.520 -3.581


Version b
Entry from the Open Molecules 2025 dataset: a 2-piece molecular cluster, C10H16 overall (ωB97M-V with the def2-TZVPD basis set).

Results
**Net charge**: 0
**HOMO level**: -8.739 eV
**Molar mass**: 136.24 g/mol
**Kohn-Sham gap**: 9.756 eV
**Multiplicity**: 1

CARTESIAN COORDINATES (ANGSTROEM)
C 0.545 1.976 -2.692
C -1.314 -0.557 -0.606
C -2.632 -0.304 -0.887
C -0.316 0.308 -1.080
C -0.580 1.170 -2.131
C -2.902 0.680 -1.874
C -1.933 1.578 -2.305
H -0.906 -1.425 -0.072
H -3.512 -0.789 -0.559
H 0.610 0.375 -0.579
H -3.886 0.958 -2.122
H 0.256 2.736 -3.317
H 1.294 1.258 -3.087
H -2.224 2.558 -2.708
H 1.009 2.405 -1.805
C 1.212 -1.094 2.931
C 2.309 -0.118 2.298
C 0.802 -2.215 1.980
H 1.857 -1.460 3.823
H 0.383 -0.483 3.311
H 1.905 0.019 1.305
H -0.273 -2.354 2.002
H 1.258 -2.108 0.980
H 3.190 -0.747 2.118
H 2.559 0.785 2.846
H 1.288 -3.154 2.229


Bottom line: version a, by a margin of 162.9 kJ/mol.


Version a
Entry from the Open Molecules 2025 dataset: a 2-piece molecular cluster, C10H16 overall (ωB97M-V with the def2-TZVPD basis set).

Results
**Net charge**: 0
**HOMO level**: -8.966 eV
**Molar mass**: 136.24 g/mol
**Kohn-Sham gap**: 10.004 eV
**Multiplicity**: 1

CARTESIAN COORDINATES (ANGSTROEM)
C -1.890 -0.230 0.865
C -1.095 -1.125 -0.021
C -0.997 -0.876 -1.389
C -0.407 -2.185 0.574
C -0.118 -1.594 -2.195
C 0.316 -3.046 -0.265
C 0.492 -2.704 -1.562
H -2.127 -0.785 1.779
H -2.774 0.260 0.423
H -1.650 -0.158 -1.872
H -0.608 -2.337 1.635
H 0.238 -1.275 -3.141
H 0.685 -3.965 0.174
H 1.085 -3.334 -2.224
H -1.301 0.690 1.112
C 1.064 1.664 0.909
C 1.374 1.515 -0.573
C 0.367 2.945 1.451
H 0.479 0.849 1.318
H 2.040 1.632 1.413
H 2.349 1.116 -0.853
H 1.276 2.379 -1.223
H -0.616 3.155 1.011
H 0.109 2.799 2.495
H 0.686 0.827 -1.039
H 1.023 3.784 1.198


Version b
Entry from the Open Molecules 2025 dataset: a 2-piece molecular cluster, C10H16 overall (ωB97M-V with the def2-TZVPD basis set).

Results
**Net charge**: 0
**HOMO level**: -9.027 eV
**Molar mass**: 136.24 g/mol
**Kohn-Sham gap**: 10.026 eV
**Multiplicity**: 1

CARTESIAN COORDINATES (ANGSTROEM)
C -0.992 -1.325 -1.934
C -1.584 -2.151 -0.806
C 0.537 -1.322 -1.914
H -1.518 -1.753 -2.802
H -1.326 -0.264 -1.845
H -0.816 -2.421 -0.063
H 0.981 -0.948 -0.997
H -1.830 -3.204 -1.135
H -2.493 -1.929 -0.297
H 0.977 -2.304 -2.117
H 0.888 -0.612 -2.659
C 1.342 2.376 -0.548
C 1.566 0.424 1.193
C 0.913 1.484 0.566
C 0.764 -0.169 2.225
C -0.452 1.732 0.919
C -0.379 0.265 2.760
C -1.087 1.210 1.993
H 2.602 0.029 1.078
H 1.284 -1.013 2.672
H 0.834 2.109 -1.498
H 2.438 2.333 -0.684
H -0.796 2.559 0.330
H -0.909 -0.086 3.639
H -2.065 1.514 2.362
H 1.116 3.463 -0.438


Version c
Entry from the Open Molecules 2025 dataset: a 2-piece molecular cluster, C10H16 overall (ωB97M-V with the def2-TZVPD basis set).

Results
**Net charge**: 0
**HOMO level**: -9.042 eV
**Molar mass**: 136.24 g/mol
**Kohn-Sham gap**: 10.041 eV
**Multiplicity**: 1

CARTESIAN COORDINATES (ANGSTROEM)
C -1.556 -2.255 -0.884
C -1.652 1.971 -0.152
C -1.351 1.463 -1.425
C -2.004 1.121 0.872
C -1.192 0.106 -1.590
C -2.009 -0.252 0.628
C -1.572 -0.780 -0.576
H -1.519 3.043 -0.060
H -1.204 2.202 -2.202
H -2.218 1.420 1.889
H -0.767 -0.320 -2.492
H -2.359 -0.940 1.399
H -1.146 -2.835 -0.053
H -0.888 -2.456 -1.716
H -2.558 -2.657 -1.051
C 1.532 0.223 0.684
C 2.243 -0.938 -0.021
C 2.560 1.115 1.387
H 0.951 0.834 0.002
H 0.886 -0.274 1.400
H 1.600 -1.482 -0.719
H 3.295 0.524 1.929
H 3.153 1.597 0.608
H 2.091 1.861 2.023
H 3.124 -0.605 -0.587
H 2.558 -1.687 0.706


Bottom line: version c, by a margin of 66.2 kJ/mol.